2 unconnected molecules or ions with the total composition C2H4ClN3 in a non-equilibrium geometry, computed with ωB97M-V/def2-TZVPD.

```
! wB97M-V def2-TZVPD RIJCOSX def2/J DEFGRID3
* xyz 0 1
C 0.54190 -0.18427 1.25166
C -1.61367 -0.29238 0.21184
N -0.55417 -0.67016 0.76037
N -2.62302 0.00197 -0.34443
N 1.44146 0.60077 -0.39529
Cl -3.34024 -1.13914 -1.39379
H 1.69698 0.30761 -1.25331
H 1.23978 -0.97346 1.62004
H 2.35211 0.91357 -0.07255
H 0.85887 1.43549 -0.38454
*
```

Its LUMO energy (spin up / spin down) is 0.04 / 0.04 eV. The calculation puts the largest force on an atom at 5.68 eV/A. The HOMO-LUMO gap (spin up / spin down) is 7.47 / 7.46 eV. Its energy is -702.8707 hartree.